# 1
DFT (ωB97M-V/def2-TZVPD) results for a molecular structure, C4H6InO3 at a distorted geometry.

Last column: natural (NBO) charge in e.
Geometry (Å):
O  0.72880  0.06591  -1.09579  -0.717
C  0.98386  -0.58454  -0.04211  0.862
C  1.32822  -2.01319  0.02676  -0.761
H  2.40941  -2.13877  -0.04615  0.348
H  0.92820  -2.46895  0.94341  0.332
H  0.82718  -2.57662  -0.77289  0.345
C  -0.87591  1.16101  0.68236  0.570
O  -1.96380  0.78514  0.28758  -0.330
In  0.86135  1.96701  -0.35702  2.169
O  0.22388  -0.08278  0.93406  -0.552
C  -1.85383  -0.60306  -0.93011  -0.131
H  -2.01798  -1.39846  -0.19694  0.271
H  -2.68134  -0.25173  -1.55240  0.298
H  -1.36457  -1.17717  -1.71912  0.297

Cartesian forces, eV/Å:
2.467 1.502 -3.004
-4.737 -2.419 1.313
0.764 0.273 0.897
0.200 -0.415 -0.140
0.410 0.401 0.182
0.237 0.439 -0.590
-1.372 -2.912 -2.086
3.937 1.581 1.126
0.289 2.181 -0.306
-0.016 0.101 2.145
-4.091 -4.114 -1.149
-0.535 0.973 0.760
-0.571 1.005 1.145
3.019 1.402 -0.292

Calculated values
F_max: 5.91 eV Å⁻¹
Kohn-Sham gap (spin up / spin down): 6.5 / 6.5 eV
net charge: +3
relative energy (zero: lowest compared OMol25 entry of this formula, charge and spin): 6.133 eV
highest occupied orbital energy (spin up / spin down): -25.7229 / -25.7195 eV


# 2
DFT (ωB97M-V/def2-TZVPD) results for a molecular structure, C4H6KO at a distorted geometry.

Last column: natural (NBO) charge in e.
Geometry (Å):
C  0.77870  1.46301  2.82620  -0.646
C  -0.30727  1.15752  1.89283  -0.033
C  -0.09275  1.17133  0.51777  -0.352
C  1.27506  1.39553  0.05561  0.312
O  1.67864  1.00077  -1.03608  -0.626
K  3.72255  1.22035  -3.37600  0.997
H  1.08123  0.56260  3.37953  0.264
H  0.48284  2.25360  3.52901  0.248
H  -1.31498  1.42094  2.22781  0.218
H  -0.67504  0.48357  -0.10129  0.258
H  0.95763  2.56182  0.20469  0.151
H  1.73925  1.62877  2.03926  0.207

Cartesian forces, eV/Å:
1.960 -0.368 -1.773
-0.839 2.378 -1.963
0.399 -4.866 3.420
-4.081 3.601 -2.875
1.665 -0.422 0.669
-0.327 -0.044 0.369
0.014 0.247 -0.050
0.580 -0.116 -0.235
-0.050 -0.968 0.057
-0.556 0.873 -0.250
3.163 -0.479 0.220
-1.929 0.163 2.410

Calculated values
F_max: 6.16 eV Å⁻¹
Kohn-Sham gap (spin up / spin down): 8.2 / 8.2 eV
net charge: +1
relative energy (zero: lowest compared OMol25 entry of this formula, charge and spin): 1.505 eV
highest occupied orbital energy (spin up / spin down): -12.1774 / -12.1780 eV


Number 1: E_tot -15515.63517 eV, molecular weight 216.91 g mol⁻¹. Number 2: E_tot -22608.60412 eV, molecular weight 109.19 g mol⁻¹.